The following is a quantum chemistry calculation of C2H8O3Sn as an isolated structure at a distorted geometry, from OMol25.

Structure (XYZ):
```
14
Properties=species:S:1:pos:R:3:forces:R:3:nbo_charge:R:1
H -31.4424 14.1123 -7.1455 -0.564 -0.088 -0.366 0.531
H -24.9599 11.1555 -7.9199 0.319 0.257 0.200 0.437
O -30.5820 13.8663 -6.8055 1.182 -1.109 -0.164 -1.012
C -25.3604 9.8773 -9.3444 1.363 0.503 0.313 -0.130
C -25.7722 10.9939 -10.2673 0.712 -1.093 -0.437 -0.125
H -24.8540 11.4907 -10.5808 0.014 0.678 0.599 0.233
H -30.2979 14.6268 -6.2985 0.200 0.424 0.347 0.519
O -26.7138 11.9304 -9.6360 -0.200 -0.564 0.536 -0.827
H -26.1533 9.2155 -8.9961 -0.515 0.264 0.433 0.169
Sn -28.5732 11.7083 -7.3569 0.076 0.766 -0.914 1.877
H -26.8203 12.5790 -10.3357 -0.474 0.707 0.068 0.523
H -24.7329 9.1855 -9.9064 0.122 0.159 -0.159 0.251
H -26.1264 10.6313 -11.2322 -0.868 -0.198 0.262 0.219
O -24.4964 10.3995 -8.2877 -1.365 -0.705 -0.720 -0.664
```
Forces are in eV/Å.

Computed properties:
E: -520.23369 Ha
total charge: +2
highest occupied orbital energy: -17.334 eV
energy above the lowest of the compared OMol25 structures with the same formula, charge and spin: 2.4984 eV

The following is a quantum chemistry calculation of one molecule with the formula C2H2F3P at a distorted geometry, from OMol25.

Structure (XYZ):
```
8
Properties=species:S:1:pos:R:3:forces:R:3:nbo_charge:R:1
F -1.1641 2.0854 -3.1803 -0.259 -0.299 0.006 -0.287
H 0.7731 0.5442 0.8383 -1.058 -0.119 0.034 0.228
H 0.4382 -0.6568 -0.3975 -1.004 0.622 -0.408 0.246
P -0.5637 1.7364 -0.5851 0.696 -0.389 0.683 0.705
F -0.6296 0.0347 -2.7159 -0.893 0.975 0.137 -0.300
F -2.6571 0.9225 -1.7176 3.070 0.331 -1.790 -0.461
C 0.1077 0.3295 -0.0272 2.249 0.390 0.520 -0.844
C -1.1101 1.1848 -2.2331 -2.801 -1.511 0.820 0.713
```
Forces are in eV/Å.

Computed properties:
SMILES: C=PC(F)(F)F
E: -718.28062 Ha
total charge: 0
highest occupied orbital energy: -10.341 eV
energy above the lowest of the compared OMol25 structures with the same formula, charge and spin: 1.0407 eV

The following is a quantum chemistry calculation of C5H8O2 as an isolated structure, from OMol25.

Structure (XYZ):
```
15
Properties=species:S:1:pos:R:3:forces:R:3:nbo_charge:R:1
H -1.4117 1.5382 -1.1638 0.885 0.118 0.397 0.205
O 2.0329 -1.1575 -0.1474 -0.077 0.211 -0.291 -0.709
H 1.4463 1.2867 -0.8278 -0.496 -0.105 0.019 0.218
C 0.9373 -0.4630 0.4105 -0.643 0.013 0.074 0.076
C -1.4620 0.0309 0.5588 0.232 0.027 0.202 -0.441
C -0.8000 0.8182 -0.5910 0.500 0.341 0.173 0.084
H 0.8542 1.7185 0.7785 -0.373 -0.151 -0.315 0.217
H 2.1261 -0.9358 -1.0815 -0.210 -0.028 0.032 0.471
H -2.5316 -0.1695 0.4031 0.505 -0.124 -0.164 0.224
H 1.1260 -0.5451 1.4914 -0.417 0.084 -0.276 0.182
C -0.4746 -1.0046 -0.0175 0.393 -0.407 0.296 0.057
H -1.2886 0.3770 1.5789 0.003 0.009 -0.019 0.199
C 0.7132 1.0117 -0.0532 -0.558 0.037 -0.221 -0.458
O -0.6665 -0.4190 -1.3284 0.318 -0.111 -0.048 -0.529
H -0.6009 -2.0866 -0.0106 -0.062 0.086 0.141 0.202
```
Forces are in eV/Å.

Computed properties:
E: -345.73455 Ha
total charge: 0
highest occupied orbital energy: -9.568 eV
energy above the lowest of the compared OMol25 structures with the same formula, charge and spin: 1.9158 eV

The following is a quantum chemistry calculation of a 6-piece molecular cluster, C58H65N6O14PS overall at a distorted geometry, from OMol25.

Structure (XYZ):
```
145
Properties=species:S:1:pos:R:3:forces:R:3:mulliken_charge:R:1
C -0.1846 -0.7879 5.6110 1.383 0.588 0.656 -0.467
H 3.2849 2.7361 5.5377 -0.521 -0.428 -0.100 0.156
C 5.9585 1.0205 -6.0251 0.065 -0.365 -0.154 -0.090
O -6.9646 2.5548 -4.8807 0.023 -0.006 0.028 -0.614
H 0.7960 2.4431 6.9191 0.026 -0.369 -0.326 0.523
H 2.4917 -6.2945 6.5755 -0.393 0.402 -0.086 0.468
N 5.6717 2.3326 -5.4317 0.004 0.081 0.025 1.016
O -5.6402 1.2693 -5.9864 0.011 -0.019 -0.030 -0.598
H -2.7346 0.2281 7.3021 0.218 -0.293 0.188 0.191
N -5.9170 1.9588 -5.0248 -0.047 0.016 -0.089 1.054
H -1.8003 1.0127 -3.1979 -0.019 0.009 -0.034 0.539
H 3.4498 -4.4397 8.7609 0.216 -0.510 0.053 0.268
C -3.0314 2.2538 -1.9523 0.007 0.008 0.019 -0.606
C 2.9777 -0.2992 1.5867 -0.425 0.207 0.899 0.695
O 0.0598 3.5641 -9.7998 0.062 -0.008 0.008 -0.651
N -0.5353 4.6214 -9.8840 -0.003 0.027 -0.034 1.086
C 2.1082 -1.1502 5.7245 2.030 0.836 2.608 1.052
H -1.9006 2.4506 -10.6733 0.073 0.094 0.104 0.423
H 0.1822 -0.1670 8.3010 0.452 0.370 0.168 -0.060
H 2.7573 1.6653 7.4469 -0.283 0.215 -0.597 0.062
C -4.4755 4.5181 -11.3959 0.009 0.005 -0.001 -0.437
C -5.3276 -2.5615 -6.4100 0.124 0.011 0.078 -0.497
H 8.0580 1.1055 -5.5642 -0.136 0.109 0.035 0.454
C 3.2066 0.4124 2.9267 0.074 -0.365 -1.475 -0.031
C 2.9501 -3.5451 5.0185 1.022 -0.292 -0.056 -0.925
C 0.7979 2.8054 -6.5900 0.006 0.207 0.082 -0.552
H -4.7323 -3.4762 -4.5640 0.012 0.010 -0.022 0.403
H 3.9927 1.1388 0.3200 -0.090 -0.216 0.094 0.462
C -3.5094 -0.5374 9.1425 -0.488 -1.576 0.398 -0.604
C 0.0024 0.9115 8.3057 -1.125 1.601 -0.540 -0.562
H -5.6621 -1.5055 -8.2386 0.121 0.128 -0.031 0.455
C 2.2579 -1.4877 1.6024 -0.511 -0.488 0.549 0.361
C 0.5053 0.5780 5.7209 -0.065 2.172 -1.250 0.170
H -6.2929 -3.0493 -6.4303 0.010 0.032 -0.032 0.400
C -3.9000 5.7341 -11.0481 -0.021 -0.159 -0.021 -0.418
H -3.4760 0.8495 -4.9946 -0.168 0.057 -0.033 0.470
H -3.3469 -4.6336 9.0393 0.124 0.380 0.230 0.332
H 0.6436 1.4786 8.9954 0.194 -0.612 -0.122 0.620
O -1.3209 -1.0545 5.3891 0.333 -0.066 0.149 -0.553
N -3.3685 -0.1334 -8.4548 -0.052 0.079 -0.059 1.172
C 7.2529 0.5313 -6.0001 0.268 0.023 0.074 -0.406
C -2.6048 5.7732 -10.5583 -0.008 0.295 0.042 -0.406
C 3.1280 -0.5069 -0.7711 0.149 0.314 -1.227 -0.544
C -3.6960 1.4256 -4.1075 0.167 -0.139 -0.149 0.080
N 2.3791 -0.9771 7.2346 0.256 -1.516 -0.327 -0.684
C 7.5125 -0.7183 -6.5408 -0.152 -0.043 -0.051 -0.436
H -1.9237 2.0211 8.4705 0.264 -0.179 0.209 0.550
H 6.6867 -2.4393 -7.5188 -0.004 0.026 0.002 0.379
H 8.5187 -1.1153 -6.5221 -0.009 0.040 0.012 0.378
C 3.2933 -2.0336 5.2485 -0.655 -1.048 -0.683 -1.190
C -4.2130 -1.7594 8.4934 0.187 0.237 -0.020 -1.049
H 1.6177 3.9367 -3.5031 0.021 -0.046 0.003 0.448
O 0.8799 -1.2029 -5.7250 -0.031 0.017 0.061 -0.655
H -4.1168 -2.3339 5.9198 -0.171 -0.445 0.022 0.353
O 4.3283 0.7385 3.2169 -0.301 0.502 0.481 -0.541
H -5.4909 4.4895 -11.7708 0.025 0.001 0.004 0.379
H -0.6306 0.3581 10.6881 -0.474 0.101 0.254 0.282
O 6.5997 2.9579 -4.9601 0.000 -0.030 -0.015 -0.610
N 1.1056 -0.4484 -4.7976 0.018 -0.029 -0.025 1.132
H 0.5690 3.1660 -7.5836 0.045 -0.048 0.003 0.514
C 1.9586 -2.1994 0.4522 0.146 0.335 -0.006 -0.974
H -2.2108 -3.3223 9.6289 -0.190 -0.352 -0.067 0.320
O -0.0809 5.6959 -9.5461 -0.001 -0.024 0.027 -0.623
H -4.4640 6.6511 -11.1556 0.041 0.001 0.014 0.371
C 2.3927 -1.6793 -0.7641 -0.372 -0.776 0.409 -0.570
H 1.8797 -3.7579 4.9014 0.233 0.217 0.175 0.386
C -1.3722 1.1139 10.3875 0.154 0.580 -0.662 -1.719
H 1.8876 -1.8990 2.5478 0.177 0.231 -0.161 0.055
C -2.3113 -0.0987 8.2684 -0.755 0.283 0.177 0.049
H 0.5627 0.7565 -7.1381 0.006 -0.097 0.118 0.554
H 1.5590 -4.8112 6.9114 0.291 0.004 0.147 0.166
O -2.2694 0.3823 -8.4008 0.093 0.052 0.021 -0.621
H -2.2961 2.3185 -1.1598 -0.012 0.004 -0.023 0.437
O 0.8135 -1.7346 5.7630 -0.409 -0.188 -2.080 -0.423
C 1.3799 1.8760 -4.0336 0.067 0.057 0.272 -0.449
C -3.5591 -2.8275 7.9506 0.276 -0.650 -0.036 0.817
H 3.4424 -0.1396 -1.7520 0.012 0.046 0.365 0.497
H 1.1393 0.0652 3.3493 0.149 0.454 -0.014 0.660
H 1.6048 1.5193 -3.0377 -0.007 -0.143 -0.083 0.646
H -4.4648 3.4802 -0.9293 -0.027 0.000 -0.034 0.380
C 3.4298 0.2089 0.3762 0.066 -0.144 0.113 -0.716
C -3.7354 -1.0716 -7.3879 -0.102 -0.291 0.344 -0.108
C -4.9098 2.0745 -3.9610 0.267 0.023 0.286 -0.272
C -2.8452 -1.3112 -6.3528 0.257 0.076 0.061 -0.495
H -4.2638 0.2634 9.1402 0.276 -0.189 0.531 0.339
C -4.4489 -2.8021 -5.3628 -0.023 -0.010 0.032 -0.598
C -3.6676 -3.1742 6.4576 -0.794 -0.665 0.857 -1.105
H -4.1570 -4.1451 6.2630 -0.012 0.333 -0.190 0.382
O 1.5076 -2.6610 8.6761 1.558 0.453 -1.219 -0.468
H 3.7981 -6.2202 8.5447 -0.116 0.264 0.045 0.378
C 1.3851 3.2367 -4.2945 -0.078 -0.019 -0.163 -0.707
H -0.8596 1.9431 6.6369 0.402 -0.063 -0.111 0.739
H -0.9772 2.1071 10.6639 -0.003 -0.405 0.059 0.431
H 3.8050 -1.6659 4.3505 -0.460 0.269 0.220 0.512
C -3.2084 -2.1797 -5.3358 -0.110 -0.029 -0.027 -0.274
H -1.8758 -0.8313 -6.3210 -0.041 0.040 -0.182 0.607
O 1.3472 -0.8104 -3.6611 -0.024 -0.058 -0.001 -0.552
C -1.4730 1.0847 8.8389 0.584 -1.108 0.274 0.241
H -1.9263 -4.2405 8.0887 0.039 0.159 0.518 0.233
H 1.3689 -3.1123 0.5300 0.214 0.189 -0.165 0.445
C 1.0895 0.9929 -5.0626 0.030 0.393 -0.021 -0.108
H -2.5239 -2.3693 -4.5190 0.026 0.019 -0.046 0.480
H -2.1626 6.7209 -10.2856 0.127 -0.107 0.044 0.440
C -4.2507 2.9061 -1.8210 0.122 -0.091 -0.073 -0.433
H 4.1616 -5.2730 5.5334 -0.009 0.352 0.224 0.475
C 5.1893 -0.9540 -7.1295 0.147 -0.024 0.025 -0.495
C -2.4571 3.3715 -10.7764 0.073 -0.278 -0.005 -0.218
C 3.5972 -4.5016 6.0829 -0.839 -0.490 -0.319 -1.096
H -3.1988 -0.8344 10.1570 0.022 0.682 -0.093 0.439
C -3.7541 3.3392 -11.2625 -0.072 0.150 -0.029 -0.510
C -4.9720 -1.6919 -7.4283 -0.239 -0.031 -0.158 -0.256
S 5.0669 0.7002 6.3834 0.128 0.242 -0.183 -0.353
C -1.8990 4.5893 -10.4242 -0.390 -0.042 -0.157 0.139
O -4.1845 0.0788 -9.3290 0.025 -0.028 -0.017 -0.626
C -2.7527 1.5178 -3.0962 -0.068 0.072 0.089 -0.461
H 2.1301 -2.2259 -1.6684 0.248 0.410 0.012 0.457
C -5.1968 2.8198 -2.8305 -0.174 0.153 0.158 -0.467
H 1.1076 4.7649 -5.7759 0.005 -0.029 -0.009 0.469
H 1.6808 1.7519 3.6530 0.081 -0.279 -0.061 0.736
C 0.7948 1.4453 -6.3370 -0.081 -0.189 -0.318 -0.209
H -4.2038 2.3936 -11.5338 0.050 -0.011 0.056 0.388
H 4.3885 -1.5332 -7.5698 -0.013 0.042 0.023 0.408
C 0.1480 1.5602 6.8722 -1.097 -1.418 0.950 -1.975
H 3.9141 0.6834 -6.6091 0.082 0.135 0.074 0.528
H -6.1439 3.3292 -2.7237 -0.028 -0.081 -0.153 0.464
H -1.7225 -1.0015 8.0440 0.093 0.381 0.252 -0.207
O 4.5177 2.7111 -5.4444 -0.072 0.047 0.026 -0.574
C 6.4819 -1.4611 -7.1021 0.013 -0.008 -0.004 -0.414
C -2.6847 -3.7995 8.7615 0.789 1.040 -1.368 -1.058
C 2.0311 0.3539 5.2914 -2.186 0.260 -0.370 1.786
C 2.5568 -5.2644 6.9631 1.217 -0.557 0.375 -0.293
C 2.0654 -1.9600 7.9035 -2.084 0.885 1.717 0.343
H -2.3341 1.0003 10.8980 0.309 -0.165 -0.087 0.467
H 4.3309 -3.9886 6.7222 -0.287 0.087 -0.214 0.432
H -5.3138 -1.7788 8.4478 0.399 1.065 -1.461 0.349
H 3.4225 -3.8331 4.0645 -0.345 0.272 0.166 0.459
C 3.0627 -5.4179 8.4354 -1.253 0.914 -0.504 -1.257
H 0.0747 1.1061 4.8495 0.030 -0.202 0.356 0.852
H 4.0385 -2.0014 6.0473 -0.158 0.345 -0.354 0.715
C 1.9463 0.6906 3.7624 0.930 -1.300 0.291 -1.721
H -2.6365 -3.2698 6.0779 -0.259 0.130 0.277 0.153
C 4.9229 0.2935 -6.5882 -0.282 -0.028 -0.043 -0.127
C 1.0973 3.7015 -5.5724 -0.002 -0.039 0.076 -0.512
H 2.1710 -5.5821 9.0625 0.523 -0.339 0.017 0.311
P 3.2922 1.4537 6.1505 0.851 -1.099 1.049 -0.033
```
Forces are in eV/Å.

Computed properties:
SMILES: CCCCC[C@]1(N=C=O)OC(=O)[C@@H](CC[C@H](C)CCC=C(C)C)[C@@]1(CC(=O)c1ccccc1)[PH2]=S.O=[N+]([O-])c1ccccc1.O=[N+]([O-])c1ccccc1.O=[N+]([O-])c1ccccc1.O=[N+]([O-])c1ccccc1.O=[N+]([O-])c1ccccc1
E: -4369.96709 Ha
total charge: 0
highest occupied orbital energy: -7.152 eV